35
Properties=species:S:1:pos:R:3:forces:R:3 method="wB97M-V/def2-TZVPD" e_homo_ev=2.82 orbital_gap_ev=1.93 charge=-3
C -1.717051 -2.568730 0.352216 1.8 1.3 -3.3
C -1.163114 -3.791667 -1.705152 1.8 0.0 -2.8
O 3.320966 2.370930 -0.461344 0.0 0.6 0.2
H -3.372063 1.352380 2.242457 2.8 -0.5 3.7
H 3.940453 1.613372 2.521635 0.8 0.2 0.2
B -1.730736 1.409332 -2.055500 -0.2 0.1 -0.3
H -0.727944 1.668452 -2.358015 4.6 1.3 -1.3
B -4.056404 1.413588 1.410491 0.0 -0.1 -0.2
H 5.618938 1.623244 0.592660 0.1 0.0 0.1
H -3.957140 0.571969 0.742612 0.3 -3.2 -2.5
H -2.009728 2.118098 -1.291263 -1.5 2.6 2.9
H 6.020985 3.275615 1.088819 0.0 -0.1 0.7
H -0.541148 -1.826782 -1.508965 -0.2 0.2 0.3
H -2.981687 -6.051742 0.223597 -0.1 0.2 0.6
H -2.323384 1.523635 -2.949895 -2.6 0.4 -3.5
H 4.492922 4.234911 -0.363194 -1.2 0.0 0.3
O -3.174637 -3.801390 1.753388 -0.1 0.5 0.9
C 5.201748 2.594616 0.858166 0.5 -0.4 1.2
O -1.671841 -1.578401 1.124965 0.2 -1.3 -0.5
H -1.660516 0.373737 -1.760798 -0.2 -3.8 1.3
H 5.200870 2.871617 -1.127667 -0.5 0.1 -0.7
O -1.696493 -6.214849 -1.763869 0.7 -0.1 -2.7
C 4.007980 2.419490 1.791067 0.5 -0.6 0.2
C -2.430420 -5.149677 0.002726 0.7 4.8 0.3
O 1.876972 1.432226 1.061092 4.1 1.6 -1.2
H -5.068292 1.580789 1.745708 -4.3 0.3 1.7
C 2.971777 1.970754 0.782050 -4.9 -0.3 1.2
C -1.815597 -5.080198 -1.239444 0.0 -2.4 1.8
O -0.488400 -3.711453 -2.774794 -0.2 -2.1 -1.3
C -2.468001 -3.854705 0.740989 -1.7 -2.8 0.6
K -1.015640 0.977099 0.502564 -0.6 -0.6 0.5
C 4.513138 3.145671 -0.327647 1.5 -1.0 -2.0
C -1.106588 -2.619451 -1.041687 -2.5 1.2 6.2
H 3.836394 3.371912 2.292612 -0.7 -0.1 -0.1
H -3.826317 2.335605 0.899420 1.2 3.8 -2.4